Record 1
The following is a quantum chemistry calculation of a structure of composition C34H41AsBNO2RuSi, from the Open Molecules 2025 dataset.

Atoms and positions in Å:
Ru1 -0.04 0.06 0.02
C1 -0.57 -1.67 -1.13
Si1 -1.64 -2.37 0.36
C2 -0.66 -1.97 1.95
N1 -0.24 -0.54 2.08
C3 1.09 -0.34 2.76
C4 0.98 0.42 4.08
C5 -0.18 -0.16 4.89
C6 -1.52 0.06 4.16
C7 -1.30 0.33 2.67
C8 -3.26 -1.46 0.38
C9 -3.72 -0.65 -0.66
C10 -4.94 0.01 -0.57
C11 -5.73 -0.15 0.56
C12 -5.30 -0.97 1.60
C13 -4.08 -1.61 1.51
C14 -1.70 -4.20 0.14
C15 -2.92 -4.85 0.00
C16 -2.97 -6.23 -0.14
C17 -1.79 -6.96 -0.15
C18 -0.56 -6.32 -0.02
C19 -0.52 -4.95 0.13
H1 -1.19 -1.30 -1.95
H2 -0.08 -2.57 -1.52
H3 0.24 -2.58 1.90
H4 -1.20 -2.29 2.85
H5 1.77 0.18 2.07
H6 1.51 -1.33 2.94
H7 0.83 1.49 3.91
H8 1.92 0.31 4.61
H9 -0.21 0.30 5.88
H10 0.00 -1.23 5.05
H11 -2.05 0.91 4.56
H12 -2.17 -0.80 4.29
H13 -0.98 1.36 2.52
H14 -2.22 0.18 2.11
H15 -3.14 -0.53 -1.56
H16 -5.29 0.63 -1.39
H17 -6.69 0.35 0.63
H18 -5.93 -1.10 2.48
H19 -3.77 -2.25 2.33
H20 -3.85 -4.29 0.00
H21 -3.92 -6.74 -0.25
H22 -1.82 -8.04 -0.27
H23 0.36 -6.90 -0.03
H24 0.45 -4.46 0.23
C20 0.16 2.72 -2.61
As1 0.83 2.31 -0.85
C21 2.75 2.22 -1.05
C22 0.47 3.89 0.26
C23 1.09 5.12 -0.35
C24 2.39 5.49 -0.01
C25 2.97 6.61 -0.60
C26 2.25 7.36 -1.52
C27 0.95 7.00 -1.85
C28 0.37 5.88 -1.27
H25 0.63 3.63 -2.96
H26 -0.92 2.85 -2.57
H27 0.41 1.89 -3.27
H28 3.11 3.19 -1.41
H29 2.99 1.44 -1.77
H30 3.22 2.00 -0.09
H31 0.87 3.68 1.25
H32 -0.61 3.98 0.34
H33 2.94 4.92 0.72
H34 3.97 6.90 -0.32
H35 2.70 8.24 -1.97
H36 0.39 7.59 -2.56
H37 -0.65 5.61 -1.52
O1 1.23 -0.59 -2.82
B1 1.09 -1.00 -1.51
O2 2.20 -1.63 -1.00
C29 3.10 -1.65 -2.07
C30 4.37 -2.17 -2.12
C31 5.03 -2.05 -3.33
C32 4.45 -1.42 -4.43
C33 3.16 -0.89 -4.36
C34 2.52 -1.02 -3.16
H38 4.81 -2.66 -1.26
H39 6.03 -2.45 -3.43
H40 5.00 -1.35 -5.36
H41 2.70 -0.40 -5.21

For the HOMO-LUMO gap (alpha / beta), the calculation gives 8.08 / 5.45 eV. Its spin multiplicity is 5. The charge is +2. The expectation value of S² is 6.012. For the HOMO energy (alpha / beta), the calculation gives -13.61 / -13.74 eV. The energy above the lowest of the compared OMol25 structures with the same formula, charge and spin is 0.00 kcal/mol.

***

Record 2
The following is a quantum chemistry calculation of a structure of composition C48H50Ge2S8SbTeW, from the Open Molecules 2025 dataset.

Atoms and positions in Å:
W1 -2.42 7.16 -1.37
S1 -7.23 8.63 0.00
Sb1 -5.18 9.36 -0.43
S2 -0.79 8.56 -1.49
S3 -4.18 8.39 -2.50
S4 -3.40 7.75 0.61
C1 2.49 -2.05 -6.36
C2 2.82 -1.83 -4.89
C3 3.61 -0.75 -4.49
C4 4.01 -0.45 -3.17
C5 4.97 0.72 -2.97
C6 3.43 -1.27 -2.15
C7 2.60 -2.31 -2.50
C8 1.92 -3.21 -1.55
C9 2.27 -2.57 -3.86
C10 3.88 -1.07 -0.72
C11 5.14 -1.51 -0.44
C12 5.72 -1.38 0.84
C13 4.94 -0.89 1.83
C14 3.68 -0.37 1.58
C15 3.10 -0.46 0.27
Ge1 1.64 0.81 -0.17
S5 -1.79 5.03 -0.38
S6 0.11 -0.29 -1.79
Ge2 -1.06 -0.40 -0.03
S7 -2.73 5.68 -3.41
S8 0.02 0.20 1.60
C16 -2.81 -1.11 0.08
C17 -3.57 -0.95 1.24
C18 -4.87 -1.37 1.24
C19 -5.43 -1.87 0.07
C20 -4.67 -2.24 -0.99
C21 -3.34 -1.79 -1.06
C22 -2.66 -2.02 -2.33
C23 -3.00 -1.17 -3.41
C24 -3.89 0.01 -3.34
C25 -2.45 -1.62 -4.59
C26 -1.74 -2.83 -4.82
C27 -1.45 -3.24 -6.23
C28 -1.35 -3.52 -3.70
C29 -1.77 -3.13 -2.44
C30 -1.27 -3.78 -1.19
C31 -3.09 -0.27 2.47
C32 -3.04 1.09 2.62
C33 -3.64 2.02 1.56
C34 -2.47 1.62 3.78
C35 -2.13 0.82 4.84
C36 -1.59 1.33 6.15
C37 -2.37 -0.57 4.76
C38 -2.89 -1.12 3.58
C39 -3.06 -2.61 3.52
C40 3.23 0.60 2.63
C41 3.66 1.95 2.53
C42 4.37 2.43 1.29
C43 3.35 2.86 3.51
C44 2.77 2.47 4.73
C45 2.64 3.49 5.84
C46 2.46 1.14 4.93
C47 2.60 0.23 3.83
C48 2.17 -1.20 4.01
H1 1.86 -1.22 -6.77
H2 1.82 -2.86 -6.50
H3 3.42 -2.24 -6.94
H4 4.06 -0.13 -5.32
H5 4.56 1.36 -2.19
H6 5.20 1.40 -3.81
H7 5.95 0.47 -2.54
H8 2.61 -4.02 -1.39
H9 1.06 -3.66 -2.00
H10 1.65 -2.76 -0.57
H11 1.57 -3.41 -4.07
H12 5.72 -1.85 -1.25
H13 6.72 -1.71 0.98
H14 5.31 -0.82 2.84
H15 -5.43 -1.23 2.17
H16 -6.48 -2.17 0.03
H17 -5.13 -2.65 -1.88
H18 -4.73 -0.15 -2.69
H19 -4.28 0.26 -4.34
H20 -3.37 0.88 -2.93
H21 -2.66 -1.06 -5.47
H22 -2.28 -3.78 -6.62
H23 -0.60 -3.94 -6.24
H24 -1.26 -2.41 -6.89
H25 -0.74 -4.49 -3.77
H26 -0.98 -4.82 -1.36
H27 -2.08 -3.87 -0.46
H28 -0.50 -3.16 -0.74
H29 -3.87 1.48 0.65
H30 -3.10 2.96 1.37
H31 -4.62 2.33 1.98
H32 -2.25 2.70 3.77
H33 -2.21 1.08 6.99
H34 -1.51 2.41 6.18
H35 -0.59 0.83 6.34
H36 -2.24 -1.23 5.60
H37 -3.05 -2.91 2.47
H38 -4.02 -3.04 3.94
H39 -2.22 -3.05 3.98
H40 3.61 2.84 0.60
H41 4.94 1.63 0.83
H42 5.06 3.22 1.59
H43 3.53 3.90 3.32
H44 2.80 4.53 5.46
H45 3.38 3.32 6.60
H46 1.66 3.49 6.28
H47 2.16 0.83 5.93
H48 2.79 -1.94 3.46
H49 1.14 -1.34 3.57
H50 2.14 -1.44 5.07
Te1 -0.80 4.29 -2.49

For the HOMO-LUMO gap (alpha / beta), the calculation gives 5.57 / 5.56 eV. The charge is -1. For the HOMO energy (alpha / beta), the calculation gives -4.75 / -4.75 eV. The energy above the lowest of the compared OMol25 structures with the same formula, charge and spin is 0.00 kcal/mol.

***

Record 3
The following is a quantum chemistry calculation of an isolated molecule of C3H4O3S, from the Open Molecules 2025 dataset.

Atoms and positions in Å:
O1 -0.97 0.16 1.69
C1 -1.18 -0.11 0.50
O2 -2.52 -0.21 0.09
C2 -0.15 -0.09 -0.69
C3 1.14 0.54 -0.06
O3 1.38 1.73 0.20
S1 2.19 -0.80 0.41
H1 -2.26 -0.74 -0.93
H2 -0.48 0.54 -1.53
H3 -0.09 -1.07 -1.04
H4 2.94 0.06 1.35

For the HOMO-LUMO gap, the calculation gives 10.35 eV. The charge is 0. For the HOMO energy, the calculation gives -10.36 eV. The energy above the lowest of the compared OMol25 structures with the same formula, charge and spin is 56.90 kcal/mol.

***

Record 4
The following is a quantum chemistry calculation of a cluster of 2 separate species, C8H20N3O2 in total, from the Open Molecules 2025 dataset.

Atoms and positions in Å:
C1 3.20 -1.55 0.08
C2 3.21 -0.31 -0.82
C3 2.09 0.68 -0.55
O1 0.89 0.40 -1.33
N1 0.18 -0.67 -0.79
C4 -0.71 -0.38 0.38
C5 -1.40 -1.73 0.57
C6 -1.30 -2.42 -0.83
C7 -0.76 -1.33 -1.75
H1 2.87 -1.31 1.09
H2 4.20 -1.98 0.16
H3 2.57 -2.36 -0.31
H4 4.15 0.23 -0.70
H5 3.17 -0.59 -1.87
H6 1.81 0.72 0.50
H7 2.34 1.70 -0.86
H8 0.84 -1.40 -0.49
H9 -0.16 0.03 1.22
H10 -1.41 0.38 0.05
H11 -0.91 -2.35 1.32
H12 -2.43 -1.57 0.88
H13 -2.25 -2.81 -1.20
H14 -0.60 -3.26 -0.79
H15 -0.25 -1.61 -2.66
H16 -1.53 -0.58 -1.96
C8 -1.91 2.71 1.58
O2 -1.09 2.00 2.15
N2 -3.07 3.12 2.16
N3 -1.70 3.11 0.29
H17 -3.72 3.74 1.72
H18 -3.22 2.85 3.12
H19 -0.80 2.88 -0.09
H20 -2.31 3.67 -0.27

For the HOMO-LUMO gap, the calculation gives 10.68 eV. The charge is +1. For the HOMO energy, the calculation gives -13.00 eV. The energy above the lowest of the compared OMol25 structures with the same formula, charge and spin is 0.00 kcal/mol.

***

Record 5
The following is a quantum chemistry calculation of a structure of composition C2H5I4N2, from the Open Molecules 2025 dataset.

Atoms and positions in Å:
C1 1.08 -0.69 -0.63
C2 1.76 0.16 0.30
N1 0.85 -0.49 -1.90
N2 1.21 -0.32 1.74
I1 -2.40 0.34 0.18
I2 0.57 -2.65 -0.14
I3 1.41 2.25 0.02
I4 3.85 -0.56 0.18
H1 0.91 0.44 -2.23
H2 0.40 -1.15 -2.50
H3 -3.83 0.89 -0.32
H4 1.26 0.24 2.57
H5 0.19 -0.34 1.68

For the HOMO-LUMO gap, the calculation gives 7.53 eV. The charge is +1. For the HOMO energy, the calculation gives -13.12 eV. The energy above the lowest of the compared OMol25 structures with the same formula, charge and spin is 17.93 kcal/mol.

***

Record 6
The following is a quantum chemistry calculation of a structure of composition C22H26ClMoO4P2, from the Open Molecules 2025 dataset.

Atoms and positions in Å:
Mo1 -0.49 -0.34 -0.01
Cl1 0.63 -2.41 -0.04
C1 0.22 1.39 0.31
O1 0.65 2.49 0.36
P1 0.06 0.08 -2.39
C2 -1.47 -0.30 -3.34
C3 0.53 1.71 -3.11
C4 1.34 -1.02 -3.13
C5 1.73 1.94 -3.80
C6 2.04 3.22 -4.27
C7 1.16 4.27 -4.09
C8 -0.06 4.05 -3.43
C9 -0.37 2.77 -2.95
H1 2.43 1.12 -3.97
H2 2.99 3.38 -4.79
H3 1.41 5.28 -4.43
H4 -0.77 4.87 -3.28
H5 -1.34 2.61 -2.47
C10 -2.42 -1.15 -2.76
C11 -3.63 -1.39 -3.41
C12 -3.88 -0.82 -4.67
C13 -2.92 -0.01 -5.26
C14 -1.71 0.25 -4.61
H6 -2.22 -1.62 -1.79
H7 -4.38 -2.02 -2.92
H8 -4.84 -1.01 -5.15
H9 -3.10 0.42 -6.24
H10 -0.98 0.89 -5.10
C15 1.12 -1.73 -4.32
C16 2.09 -2.61 -4.81
C17 3.28 -2.81 -4.11
C18 3.51 -2.09 -2.93
C19 2.57 -1.18 -2.46
H11 0.19 -1.60 -4.88
H12 1.91 -3.15 -5.73
H13 4.03 -3.52 -4.46
H14 4.44 -2.24 -2.36
H15 2.77 -0.61 -1.56
H16 -2.58 -2.79 0.01
H17 -1.83 -2.61 -0.06
C20 0.21 -2.76 3.21
O2 -0.66 -1.64 3.02
P2 -0.07 -0.11 2.90
O3 0.60 0.08 4.40
C21 -0.29 0.03 5.52
O4 -1.46 0.79 3.06
C22 -2.17 0.80 1.82
H18 0.74 -3.02 2.29
H19 -0.46 -3.60 3.43
H20 0.90 -2.60 4.04
H21 -1.20 -0.55 5.35
H22 0.28 -0.39 6.36
H23 -0.54 1.06 5.78
H24 -1.77 0.08 1.04
H25 -3.17 0.41 2.01
H26 -2.24 1.84 1.46

For the HOMO-LUMO gap (alpha / beta), the calculation gives 5.24 / 4.03 eV. Its spin multiplicity is 3. The charge is +3. The expectation value of S² is 2.073. For the HOMO energy (alpha / beta), the calculation gives -17.60 / -17.60 eV.

***

Record 7
The following is a quantum chemistry calculation of an isolated molecule of C17H21N3O4, from the Open Molecules 2025 dataset.

Atoms and positions in Å:
C1 4.59 1.02 -3.78
O1 3.64 0.13 -3.24
C2 2.50 0.65 -2.69
C3 2.25 2.00 -2.55
C4 1.05 2.42 -1.99
C5 0.09 1.52 -1.59
C6 -1.21 1.98 -0.98
N1 -1.37 1.49 0.38
C7 -0.28 1.78 1.28
C8 -2.43 0.72 0.66
O2 -3.36 0.56 -0.11
C9 -2.50 0.06 2.00
C10 -3.75 -0.19 2.57
N2 -3.89 -0.84 3.71
C11 -2.78 -1.28 4.31
C12 -2.95 -2.03 5.59
C13 -1.53 -1.04 3.74
N3 -1.39 -0.38 2.61
C14 0.34 0.14 -1.72
O3 -0.69 -0.63 -1.28
C15 -0.69 -2.04 -1.41
C16 1.55 -0.30 -2.26
O4 1.80 -1.65 -2.42
C17 2.87 -2.17 -1.65
H1 4.15 1.64 -4.57
H2 5.02 1.66 -3.01
H3 5.37 0.39 -4.21
H4 2.97 2.73 -2.88
H5 0.87 3.48 -1.89
H6 -2.05 1.58 -1.55
H7 -1.25 3.07 -0.99
H8 -0.64 1.86 2.30
H9 0.49 1.01 1.24
H10 0.16 2.74 0.99
H11 -4.65 0.15 2.08
H12 -2.55 -3.04 5.49
H13 -4.00 -2.08 5.85
H14 -2.40 -1.53 6.39
H15 -0.62 -1.39 4.20
H16 0.04 -2.50 -0.74
H17 -1.69 -2.34 -1.11
H18 -0.49 -2.35 -2.43
H19 2.89 -3.24 -1.86
H20 3.83 -1.73 -1.94
H21 2.70 -2.01 -0.58

For the HOMO-LUMO gap, the calculation gives 8.81 eV. The charge is 0. For the HOMO energy, the calculation gives -8.26 eV. The energy above the lowest of the compared OMol25 structures with the same formula, charge and spin is 91.79 kcal/mol.

***

Record 8
The following is a quantum chemistry calculation of a structure of composition C25H22CoF3IN7O6S, from the Open Molecules 2025 dataset.

Atoms and positions in Å:
Co1 0.25 1.13 -0.48
N1 -3.33 0.81 -2.82
C1 -2.35 0.11 -2.23
N2 -1.56 0.93 -1.60
C2 -2.12 2.15 -1.81
N3 -3.19 2.14 -2.57
C3 -1.54 3.29 -1.12
C4 -2.02 4.59 -1.21
N4 -1.50 5.59 -0.51
C5 -0.49 5.28 0.30
C6 0.01 3.99 0.39
N5 -0.52 3.00 -0.31
H1 -4.09 0.49 -3.38
H2 -2.25 -0.96 -2.28
H3 -2.85 4.82 -1.88
H4 -0.06 6.08 0.88
H5 0.85 3.75 1.03
I1 0.50 -1.32 -4.07
C7 1.96 -2.47 -3.09
C8 2.41 -3.49 -3.88
C9 3.52 -4.27 -3.49
C10 4.17 -3.95 -2.34
C11 3.74 -2.89 -1.51
C12 4.51 -2.56 -0.38
C13 4.12 -1.53 0.42
C14 2.94 -0.83 0.17
C15 2.09 -1.14 -0.89
C16 2.56 -2.15 -1.83
H6 1.94 -3.68 -4.84
H7 3.86 -5.08 -4.12
H8 5.06 -4.50 -2.04
H9 5.41 -3.13 -0.17
H10 4.72 -1.25 1.28
H11 2.61 -0.08 0.87
C17 -3.94 -1.47 1.65
C18 -4.31 -0.14 2.30
C19 -3.09 0.70 2.72
C20 -3.56 2.02 3.34
C21 -2.41 2.92 3.81
C22 -2.34 -0.07 3.78
O1 -2.86 -0.44 4.82
N6 -1.04 -0.31 3.50
C23 -0.32 0.08 2.35
O2 0.87 -0.15 2.37
N7 -0.97 0.69 1.32
C24 -2.27 1.03 1.46
O3 -2.91 1.63 0.59
H12 -4.83 -2.00 1.33
H13 -3.40 -2.11 2.35
H14 -3.30 -1.31 0.78
H15 -4.92 -0.31 3.19
H16 -4.89 0.47 1.60
H17 -4.21 1.78 4.18
H18 -4.15 2.54 2.59
H19 -1.85 2.45 4.62
H20 -2.79 3.87 4.17
H21 -1.72 3.12 2.99
H22 -0.48 -0.79 4.20
F1 4.66 2.59 -0.51
C25 3.36 2.80 -0.74
F2 3.18 4.12 -0.92
F3 2.69 2.49 0.41
S1 2.71 1.79 -2.22
O4 1.23 2.04 -1.94
O5 3.16 2.65 -3.32
O6 0.90 -0.59 -1.02

For the HOMO-LUMO gap (alpha / beta), the calculation gives 6.38 / 6.37 eV. Its spin multiplicity is 2. The charge is -1. The expectation value of S² is 0.880. For the HOMO energy (alpha / beta), the calculation gives -4.36 / -4.35 eV. The energy above the lowest of the compared OMol25 structures with the same formula, charge and spin is 0.00 kcal/mol.